Entry 1:
Molecular formula: C39H46F6N5OP2S2Si2Tl
Method: DFT, ωB97M-V with the def2-TZVPD basis set

```
104
C39H46F6N5OP2S2Si2Tl, DFT ωB97M-V with the def2-TZVPD basis set
Tl -0.18194 -1.83999 0.94583
C 4.65715 1.79907 3.03546
C 4.91192 0.55569 3.85926
N 4.20003 -0.53168 3.67609
C 4.64256 -1.52230 4.55096
C 5.57880 -1.08490 5.48580
S 6.14031 0.48150 5.18802
C 4.02081 -2.82239 4.56200
C 4.02836 -3.71131 5.63354
S 3.07213 -5.14359 5.31359
C 2.90966 -4.53499 3.64838
N 3.21335 -3.29830 3.49819
C 2.34483 -5.30592 2.54834
H 4.10363 2.51344 3.81289
H 4.03157 1.58049 2.20363
H 5.62402 2.26681 2.77740
H 5.90029 -1.83325 6.22913
H 4.56428 -3.45579 6.57406
H 2.65297 -4.87620 1.60365
H 1.25439 -5.27912 2.64311
H 2.67683 -6.34434 2.63591
O 2.16242 1.80767 -1.61654
N 1.91902 2.76261 -2.60996
C 2.92714 3.09259 -3.41696
C 2.56882 4.04193 -4.30941
C 3.33179 4.68508 -5.26747
C 2.81475 5.81082 -5.95592
C 1.45926 6.12940 -5.93703
C 0.61453 5.35196 -5.07621
C 1.19856 4.45043 -4.23805
P 0.46877 3.83625 -2.77304
C -1.05561 2.91977 -3.09342
C -1.28459 2.28751 -4.30348
C -2.28987 1.32931 -4.47519
C -3.00049 0.95102 -3.37217
C -2.89500 1.66788 -2.17872
C -1.97488 2.68234 -2.06030
C 0.40492 4.88944 -1.38222
C 0.05821 6.25158 -1.47864
C 0.18234 7.02052 -0.36108
C 0.33026 6.45471 0.92026
C 0.49676 5.07612 0.99141
C 0.56126 4.28559 -0.15925
H 1.79444 0.92847 -1.90895
H 3.88184 2.63940 -3.20953
H 4.36338 4.44614 -5.37261
H 3.53100 6.46461 -6.44840
H 0.99423 6.90956 -6.53343
H -0.44490 5.39105 -4.99879
H -0.73008 2.67217 -5.12488
H -2.37636 0.75189 -5.40182
H -3.58268 0.04143 -3.47886
H -3.56375 1.35345 -1.32401
H -1.98668 3.32689 -1.18332
H -0.39263 6.51826 -2.37706
H 0.19892 8.09976 -0.44377
H 0.27208 7.06345 1.83409
H 0.46883 4.58580 1.93863
H 0.69783 3.17791 -0.12710
C -1.62622 -2.93709 -3.05055
Si -2.32393 -4.04902 -1.58585
C -1.27810 -5.60139 -1.47215
C -4.10334 -4.32445 -2.12588
N -2.19256 -3.09763 -0.15257
C -2.91130 -3.43341 0.92717
C -3.71493 -4.64148 0.98030
C -4.87631 -4.70046 1.76050
C -5.10939 -3.57665 2.64744
C -4.22090 -2.57718 2.89784
C -3.06334 -2.48225 2.09284
N -2.09869 -1.57641 2.21173
Si -2.29951 -0.07177 3.06710
C -3.85734 0.72822 2.59134
C -0.90042 1.23824 2.73986
C -2.08008 -0.57362 4.87316
H -1.75125 -1.92897 -2.77593
H -2.18280 -3.20884 -3.95580
H -0.54885 -3.06101 -3.12151
H -1.74815 -6.37216 -2.16600
H -1.35431 -5.94216 -0.45764
H -0.22112 -5.37026 -1.77262
H -4.26605 -5.27938 -2.50754
H -4.38661 -3.61756 -2.87900
H -4.79441 -4.34865 -1.24166
H -3.52264 -5.48483 0.32939
H -5.54777 -5.59378 1.76229
H -6.17862 -3.53668 2.96904
H -4.23636 -1.87080 3.76464
H -3.82806 1.05042 1.48222
H -3.95152 1.71566 3.12009
H -4.86423 0.28334 2.69139
H -1.27542 2.01421 2.02220
H -0.04024 0.84364 2.27341
H -0.64562 1.72398 3.64572
H -1.65670 0.26498 5.48658
H -1.47516 -1.47992 5.04220
H -3.07072 -0.73915 5.37536
F 0.88475 -3.45188 -1.10280
P 2.29355 -2.61125 -1.68712
F 2.06381 -3.24844 -3.14549
F 2.40709 -1.95674 -0.13147
F 3.59673 -1.72823 -2.20904
F 3.19905 -3.84954 -1.20435
F 1.28824 -1.30738 -2.12087
```

Output
E_tot ... -127691.759 eV
E_HOMO (alpha / beta) ... -1.544 / -1.543 eV
Orbital gap (alpha / beta) ... 0.0711 / 0.0489 hartree
<S²> ... 0.7723
Charge ... -1
2S+1 ... 2

Mulliken atomic charge list, values in e, 99 entries: 0.387 -0.921 0.597 -0.284 0.357 -0.491 -0.260 0.010 -0.367 -0.247 0.581 -0.226 -0.826 0.234 0.228 0.340 0.281 0.267 0.127 0.245 0.402 -0.255 0.297 -0.655 -0.148 -0.913 -0.473 -0.886 0.121 0.527 0.737 0.527 -0.474 -0.817 -0.135 -0.557 -0.325 0.462 -0.581 -0.608 -0.473 -0.622 -0.432 0.329 0.506 0.465 0.383 0.403 0.532 0.398 0.335 0.352 0.203 0.386 0.524 0.382 0.387 0.515 0.566 -0.860 0.138 -0.958 -1.378 -0.133 0.182 -0.662 -0.799 -0.752 -0.179 0.614 0.031 0.137 -0.715 -1.119 -1.177 -0.013 0.369 0.244 0.317 0.309 0.201 0.470 0.298 0.379 0.505 0.315 0.188 0.068 -0.076 0.341 0.380 0.046 0.307 0.442 0.352 0.294 0.329 -0.393 1.354

Entry 2:
Molecular formula: C18H23N5O4
Method: DFT, ωB97M-V with the def2-TZVPD basis set

```
50
C18H23N5O4, DFT ωB97M-V with the def2-TZVPD basis set
C -1.68293 -0.07192 2.96575
O -0.29643 -0.05615 2.73523
C 0.19342 0.79165 1.78981
C -0.55983 1.67585 1.04007
C 0.03603 2.43931 0.04443
C 1.38697 2.32820 -0.21873
C 2.00026 2.97139 -1.42874
C 2.03804 1.94173 -2.57696
N 0.72034 1.45518 -2.92847
C 0.14698 0.50285 -2.14417
N 0.82137 -0.40581 -1.44993
C -0.13038 -1.15420 -0.85025
C -1.39909 -0.72086 -1.19580
C -2.58199 -1.30625 -0.67434
O -3.73776 -0.96500 -0.88000
N -2.28782 -2.37701 0.17943
C -3.43697 -3.05574 0.75482
C -1.03205 -2.84796 0.53797
O -0.89024 -3.78884 1.29047
N 0.05474 -2.20209 -0.00837
C 1.38158 -2.62202 0.38620
N -1.19739 0.35639 -2.04737
C -2.23292 1.13248 -2.67022
C 2.16095 1.48670 0.57702
C 1.58970 0.72747 1.57833
O 2.26784 -0.12566 2.39577
C 3.66101 -0.22890 2.24098
H -2.24489 -0.28576 2.05099
H -2.03061 0.87674 3.38926
H -1.85013 -0.87230 3.68459
H -1.62227 1.76490 1.20197
H -0.57720 3.11612 -0.53415
H 1.41503 3.84022 -1.73910
H 3.02019 3.29787 -1.22269
H 2.48181 2.38758 -3.47071
H 2.62052 1.07215 -2.27304
H 0.07847 2.17935 -3.22281
H -4.10827 -2.31781 1.19326
H -3.07851 -3.74968 1.51036
H -3.97606 -3.59476 -0.02504
H 1.43391 -3.71000 0.36169
H 1.59087 -2.28118 1.40129
H 2.08498 -2.18064 -0.31459
H -3.18892 0.73323 -2.33384
H -2.16195 2.18269 -2.37491
H -2.17368 1.05792 -3.75851
H 3.21775 1.41733 0.37539
H 3.98777 -0.94415 2.99428
H 4.15754 0.73135 2.41616
H 3.93017 -0.60194 1.24722
```

Output
E_tot ... -34681.166 eV
E_HOMO ... -7.446 eV
Orbital gap ... 0.2956 hartree
SMILES ... COc1ccc(CCNc2nc3c(c(=O)n(C)c(=O)n3C)n2C)cc1OC
Charge ... 0

Atomic charges from the Mulliken analysis, expressed in e, are listed below: -0.833 -0.400 0.746 -0.515 -0.637 -0.083 -1.290 -0.792 -0.202 -0.131 -0.547 1.126 -0.029 0.357 -0.748 -0.006 -1.222 0.745 -0.705 0.065 -1.233 0.035 -1.060 -0.172 0.684 -0.430 -1.007 0.240 0.374 0.249 0.365 0.469 0.345 0.419 0.381 0.443 0.315 0.357 0.399 0.322 0.375 0.323 0.388 0.333 0.354 0.337 0.491 0.249 0.402 0.355

Entry 3:
Molecular formula: C16H28BrN4O2ReSSbSe4
Method: DFT, ωB97M-V with the def2-TZVPD basis set

```
58
C16H28BrN4O2ReSSbSe4, DFT ωB97M-V with the def2-TZVPD basis set
Re -0.94697 0.29162 -0.83641
Se 2.26904 3.94288 -1.94712
Sb 0.05755 3.54807 -1.70179
Se 0.72939 0.95154 0.74707
Se -0.10789 0.71852 -2.87428
Se -2.15576 3.71875 -1.29656
N -1.12646 -2.56708 0.04341
N -0.84663 -1.77098 -1.10236
H -0.39543 -3.24359 0.21137
H -2.04885 -2.97780 -0.01401
H -1.52853 -1.95393 -1.84373
H 0.07125 -2.01200 -1.46915
Br -0.47856 -0.58769 5.26222
C -2.13163 -0.72418 4.37123
C -3.30978 -0.87164 5.09454
C -4.51979 -0.99641 4.42322
C -4.56309 -0.98114 3.03903
C -3.37340 -0.81182 2.33236
C -2.15302 -0.67776 2.99467
C -3.42636 -0.82949 0.87867
O -4.08941 -1.42946 0.11981
O -2.38244 0.06276 0.26993
H -3.28189 -0.89639 6.17556
H -5.43437 -1.10930 4.98882
H -5.49936 -1.09355 2.50873
H -1.23007 -0.57886 2.44408
C 3.37176 -4.10475 -0.27531
C 4.88365 -4.27400 -0.07247
C 5.69955 -2.97885 -0.09168
C 5.61019 -2.11835 1.16230
N 4.22750 -1.65584 1.46340
C 3.50284 -0.69321 0.93288
S 1.79958 -0.84006 1.45650
N 3.88772 0.27590 0.13649
C 5.21305 0.55487 -0.47134
C 6.00833 1.57041 0.33673
C 7.28133 1.99313 -0.39709
C 8.20268 0.82340 -0.74083
H 2.94002 -5.02947 -0.65724
H 3.16455 -3.31222 -1.00499
H 2.83829 -3.87334 0.65144
H 5.26386 -4.90498 -0.87532
H 5.07467 -4.81668 0.85693
H 5.41753 -2.38873 -0.97103
H 6.75565 -3.23338 -0.20363
H 6.26482 -1.25348 1.10707
H 5.90958 -2.69421 2.03667
H 3.70887 -2.29988 2.04608
H 3.20474 1.00482 -0.01411
H 5.00803 0.93966 -1.47150
H 5.75345 -0.37461 -0.58739
H 6.26720 1.14450 1.31087
H 5.38089 2.44894 0.52019
H 7.81594 2.69514 0.24329
H 7.02481 2.55314 -1.30070
H 8.36627 0.17804 0.12641
H 9.17383 1.18637 -1.07023
H 7.80865 0.21078 -1.55559
```

Output
E_tot ... -378004.082 eV
E_HOMO ... -16.121 eV
Orbital gap ... 0.1606 hartree
Charge ... +3

Atomic charges from the Mulliken analysis, expressed in e, are listed below: 0.918 -0.124 1.108 -0.228 -0.036 -0.091 -0.350 -0.423 0.190 0.260 0.427 0.291 -0.155 -0.214 -0.357 -0.633 -0.675 0.898 0.398 0.067 -0.419 -0.183 0.445 0.434 0.474 0.061 -0.755 -0.926 -0.086 -1.094 -0.038 0.727 -0.281 0.238 -0.530 -0.288 -0.508 -1.072 0.465 0.164 0.138 0.367 0.344 0.145 0.493 0.170 0.565 0.366 -0.074 0.340 -0.163 0.248 0.379 0.350 0.309 0.265 0.390 0.270

- The lowest charge belongs to which entry?
  C39H46F6N5OP2S2Si2Tl